--- A ---
Formula: C5H14NP
Source: the OMol25 dataset
Level of theory: wB97M-V/def2-TZVPD

Each line ends with the Löwdin charge.
Positions of all 21 atoms, in Å:
H: 2.884 0.613 0.419  0.03
H: 0.349 -1.822 0.641  0.06
H: -0.475 0.901 1.019  0.06
H: 3.194 -0.404 -0.980  0.07
H: -4.374 0.072 1.664  0.02
H: 0.995 1.756 0.923  0.07
C: -3.904 -0.143 0.643  -0.64
C: 2.627 -0.245 -0.065  -0.04
C: 0.797 0.778 -1.557  -0.02
H: 1.416 1.555 -1.839  0.05
H: 0.814 -1.936 -0.857  0.10
H: 0.914 -0.061 -2.251  0.08
P: -2.947 -1.683 0.461  0.60
H: 0.917 0.377 1.866  0.08
H: -0.228 1.034 -1.557  0.06
H: -4.650 0.289 -0.103  0.03
C: 1.064 -0.040 -0.217  -0.66
H: -3.089 0.697 0.575  0.02
C: 0.578 0.798 0.945  -0.07
H: 2.787 -1.265 0.471  0.11
N: 0.332 -1.271 -0.201  0.01

The HOMO-LUMO gap (spin up / spin down) is 7.07 / 7.08 eV. As for the total charge: 0. The value obtained for the HOMO energy (spin up / spin down) is -7.648 / -7.620 eV.

--- B ---
Formula: C5H14NP
Source: the OMol25 dataset
Level of theory: wB97M-V/def2-TZVPD

Each line ends with the Löwdin charge.
Positions of all 21 atoms, in Å:
C: 1.322 -2.150 0.094  -0.20
H: 0.008 2.327 1.691  0.08
H: -0.780 -1.583 -2.207  0.07
C: -0.489 1.577 1.122  -0.31
H: -2.482 0.751 1.291  0.03
H: 2.221 -0.124 -2.177  0.07
C: 1.725 0.500 -1.324  -0.19
H: 1.878 -2.471 -0.804  0.03
H: 0.393 -2.737 0.306  0.05
H: 1.175 1.152 -1.896  -0.02
N: 0.086 0.157 1.085  -0.25
H: -1.714 -1.383 -0.687  0.08
P: 0.556 -0.499 -0.252  0.56
H: 2.118 -1.896 0.936  0.09
C: -1.827 1.392 1.753  -0.13
H: 2.522 0.826 -0.572  0.07
H: -2.298 2.259 1.948  0.02
C: -0.859 -0.873 -1.284  -0.25
H: -1.238 -0.017 -1.892  0.04
H: -1.870 0.913 2.744  0.09
H: -0.446 1.879 0.126  0.06

The HOMO-LUMO gap is 8.61 eV. As for the total charge: 0. The SMILES is CCN=P(C)(C)C. The value obtained for the HOMO energy is -7.839 eV.

--- C ---
Formula: C5H14NP
Source: the OMol25 dataset
Level of theory: wB97M-V/def2-TZVPD

Each line ends with the Löwdin charge.
Positions of all 21 atoms, in Å:
P: 0.188 -0.641 0.001  0.94
H: 2.409 -1.936 -0.043  -0.06
H: 2.738 -0.957 -1.113  0.05
C: -2.472 1.891 -0.004  -0.11
C: -2.571 0.351 0.282  -0.28
C: -1.569 -0.637 -0.414  -0.51
H: -3.368 2.428 0.185  0.05
N: 3.177 -1.400 -0.259  -0.09
H: 0.878 -1.758 1.942  -0.02
H: -2.064 -1.678 -0.299  0.10
H: -1.666 2.311 0.538  0.04
H: 4.240 0.376 0.104  0.09
C: 3.311 -0.140 0.519  -0.24
H: -3.561 -0.018 0.135  0.08
H: -2.242 2.136 -1.061  0.07
H: -2.286 0.199 1.374  0.10
H: -1.574 -0.472 -1.466  0.03
H: -0.956 -1.876 1.644  0.00
H: 3.416 -0.428 1.549  0.06
C: 0.010 -1.498 1.375  -0.31
H: 2.585 0.626 0.345  0.00

The HOMO-LUMO gap is 9.47 eV. As for the total charge: 0. The SMILES is C=PCCC.CN. The value obtained for the HOMO energy is -9.254 eV.

Top of the stability list: B, leading by 0.528 eV.

--- A ---
Formula: C6H18N6O12
Source: the OMol25 dataset
Level of theory: wB97M-V/def2-TZVPD

Each line ends with the Löwdin charge.
Positions of all 42 atoms, in Å:
O: 0.821 2.706 2.774  0.04
H: -1.021 -4.899 -1.387  0.10
H: -2.815 2.802 -2.876  0.10
H: 2.492 4.401 4.551  0.10
H: 0.833 3.861 4.655  0.10
O: -4.458 3.043 -0.426  0.05
H: -0.557 -3.176 -1.659  0.09
H: 1.267 5.485 3.779  0.11
N: -4.285 3.589 -1.497  -0.45
C: -0.313 0.860 0.676  0.05
O: 5.497 -0.576 -2.688  0.03
C: 1.521 4.463 4.060  0.05
N: 0.027 -0.544 0.186  -0.44
H: -1.196 1.162 0.113  0.09
H: 0.237 -4.649 1.895  0.09
N: -0.997 -4.267 -3.430  -0.43
H: -0.055 -4.725 3.696  0.09
O: -2.525 -5.328 3.385  0.06
C: -2.848 3.522 -2.058  0.06
N: 5.085 0.535 -2.277  -0.43
O: -2.476 -4.183 1.485  0.02
H: -0.441 -3.356 2.591  0.07
H: -2.191 3.266 -1.227  0.07
O: -5.101 4.213 -2.132  0.07
O: -1.395 -3.532 -4.326  0.05
H: 3.337 1.050 -1.100  0.09
C: -1.197 -3.999 -1.977  0.04
H: -2.706 4.552 -2.386  0.09
O: -0.155 -5.141 -3.642  0.04
H: 3.168 -0.185 -2.283  0.09
O: 5.909 1.364 -2.002  0.06
N: 1.602 3.659 2.798  -0.40
O: 2.349 4.088 1.879  0.05
C: -0.445 -4.439 2.719  0.05
O: 0.637 -0.562 -0.854  0.06
H: -2.240 -3.701 -1.874  0.10
H: 0.436 1.651 0.713  0.07
O: -0.264 -1.496 0.841  0.08
N: -1.938 -4.721 2.494  -0.39
H: -0.547 0.808 1.740  0.08
H: 3.336 1.601 -2.805  0.10
C: 3.613 0.798 -2.124  0.05

The HOMO-LUMO gap is 9.69 eV. As for the total charge: 0. The SMILES is C[N+](=O)[O-].C[N+](=O)[O-].C[N+](=O)[O-].C[N+](=O)[O-].C[N+](=O)[O-].C[N+](=O)[O-]. The value obtained for the HOMO energy is -10.700 eV.

--- B ---
Formula: C6H18N6O12
Source: the OMol25 dataset
Level of theory: wB97M-V/def2-TZVPD

Each line ends with the Löwdin charge.
Positions of all 42 atoms, in Å:
H: -3.430 -2.704 0.139  0.12
O: -1.004 -3.328 1.272  0.06
O: -0.263 0.591 5.343  0.09
N: -1.894 -2.526 1.601  -0.43
H: -2.682 1.904 -1.475  0.10
N: 2.074 1.100 -0.447  -0.42
H: 2.002 -2.525 -4.228  0.11
H: 0.800 -1.806 3.490  0.08
H: -3.926 -2.414 1.872  0.09
H: 2.487 -0.629 0.759  0.09
O: 2.290 -3.202 -1.146  0.07
O: -1.603 4.515 -1.374  0.04
C: 0.676 5.041 -1.330  0.04
H: 0.617 -1.909 5.196  0.10
O: 1.379 0.599 3.946  0.05
C: 1.700 -2.279 -3.203  0.04
O: -1.698 -1.499 2.184  0.05
N: 2.234 -3.358 -2.341  -0.43
O: -2.136 0.667 -3.404  0.09
H: -0.812 -1.641 4.251  0.07
N: 0.449 0.076 4.535  -0.43
C: -3.262 -2.931 1.209  0.05
N: -0.501 4.377 -1.907  -0.40
O: 2.613 -4.377 -2.959  0.03
H: -0.999 1.871 -0.909  0.05
H: 1.380 5.251 -2.091  0.09
C: -1.842 1.293 -1.170  0.04
O: -0.760 -0.425 -2.189  0.04
C: 1.890 0.265 0.766  0.04
H: 0.225 5.856 -0.766  0.10
H: -2.054 0.723 -0.280  0.09
O: 1.445 2.133 -0.456  0.04
C: 0.241 -1.416 4.313  0.04
H: 0.969 4.348 -0.537  0.08
N: -1.578 0.451 -2.345  -0.43
H: 2.037 0.902 1.644  0.08
H: -3.276 -3.990 1.297  0.09
H: 0.796 0.023 0.836  0.11
H: 0.685 -2.216 -2.975  0.05
H: 2.120 -1.299 -2.896  0.10
O: 2.962 0.742 -1.204  0.08
O: -0.353 3.746 -3.022  0.02

The HOMO-LUMO gap is 10.33 eV. As for the total charge: 0. The SMILES is C[N+](=O)[O-].C[N+](=O)[O-].C[N+](=O)[O-].C[N+](=O)[O-].C[N+](=O)[O-].C[N+](=O)[O-]. The value obtained for the HOMO energy is -10.829 eV.

Top of the stability list: B, leading by 0.962 eV.

--- A ---
Formula: C4H8Cl2Si
Source: the OMol25 dataset
Level of theory: wB97M-V/def2-TZVPD

Each line ends with the Löwdin charge.
Positions of all 15 atoms, in Å:
H: 0.718 -1.487 -1.938  0.02
Cl: -3.242 1.976 -0.881  0.20
H: -3.081 1.493 1.823  0.01
Cl: -4.369 -1.275 -0.883  0.14
C: -2.931 0.404 1.639  -0.33
H: -1.786 0.319 1.835  0.03
H: 3.484 0.272 -0.033  0.06
C: 1.534 -0.016 -0.684  -0.30
H: 1.335 0.848 0.013  0.10
Si: -2.825 0.043 -0.234  -0.07
C: 0.600 -0.718 -1.224  0.05
H: 3.285 0.605 -1.881  0.09
C: 3.074 -0.088 -1.000  -0.11
H: 3.374 -1.182 -1.076  0.08
H: -3.382 -0.372 2.304  0.03

The HOMO-LUMO gap (spin up / spin down) is 7.79 / 7.96 eV. As for the total charge: 0. The value obtained for the HOMO energy (spin up / spin down) is -9.278 / -8.501 eV.

--- B ---
Formula: C4H8Cl2Si
Source: the OMol25 dataset
Level of theory: wB97M-V/def2-TZVPD

Each line ends with the Löwdin charge.
Positions of all 15 atoms, in Å:
Si: 2.091 -0.931 -0.103  -0.23
C: -1.976 -0.315 -0.792  -0.13
Cl: 2.926 -1.477 1.662  0.26
H: -3.830 -0.177 0.293  0.04
H: 0.758 1.159 0.607  -0.03
Cl: 3.365 -0.894 -1.754  0.23
C: 1.726 0.882 0.261  -0.27
H: 2.412 1.022 1.128  0.02
H: 1.236 -2.334 0.132  -0.01
H: 1.840 1.610 -0.520  0.03
C: -1.479 0.185 0.314  0.04
H: -1.717 -1.000 -1.536  0.08
H: -3.450 1.395 -0.552  0.11
H: -0.851 0.498 0.995  0.00
C: -3.052 0.377 -0.136  -0.14

The HOMO-LUMO gap is 10.38 eV. As for the total charge: 0. The SMILES is C[SiH](Cl)Cl.C1=CC1. The value obtained for the HOMO energy is -9.712 eV.

Top of the stability list: B, leading by 0.402 eV.